(1)
{
  "formula": "C2H3NO3",
  "method": "ωB97M-V/def2-TZVPD",
  "smiles": "O=CNC(=O)O",
  "molar_mass_g_mol": 89.05,
  "fmax_ev_per_a": 2.7,
  "relative_energy_kj_mol": 51.0,
  "orbital_gap_ev": 11.62,
  "energy_ev": -9755.56124,
  "elements": ["O", "C", "N", "C", "O", "O", "H", "H", "H"],
  "coordinates": [[0.406, 0.964, -1.468], [0.236, -0.218, -1.235], [-0.274, -0.684, -0.055], [-0.294, 0.009, 1.150], [-0.245, 1.366, 1.073], [-0.445, -0.481, 2.230], [0.711, -0.879, -1.963], [-0.426, -1.680, -0.043], [0.332, 1.603, 0.311]],
  "nbo_charge": [-0.583, 0.524, -0.670, 0.883, -0.676, -0.561, 0.154, 0.423, 0.504]
}



(2)
{
  "formula": "C16H27HgN8P",
  "method": "ωB97M-V/def2-TZVPD",
  "total_charge": 1,
  "multiplicity": 2,
  "molar_mass_g_mol": 563.01,
  "fmax_ev_per_a": 0.7,
  "orbital_gap_ev": [4.46, 8.70],
  "s2": 0.757,
  "energy_ev": -42406.99653,
  "elements": ["Hg", "C", "N", "C", "C", "N", "C", "P", "C", "N", "C", "C", "N", "C", "C", "N", "C", "C", "N", "C", "H", "H", "H", "H", "H", "H", "H", "H", "H", "H", "H", "H", "H", "H", "H", "C", "C", "C", "C", "N", "N", "H", "H", "H", "H", "H", "H", "H", "H", "H", "H", "H", "H"],
  "coordinates": [[0.200, 0.185, 0.032], [-5.287, 0.364, -0.019], [-3.968, 0.843, 0.343], [-3.685, 1.853, 1.236], [-2.337, 1.972, 1.277], [-1.781, 1.050, 0.419], [-2.794, 0.360, -0.160], [-2.673, -1.253, -1.025], [-1.435, -0.688, -2.322], [-0.245, -0.118, -2.137], [0.316, 0.107, -3.369], [-0.548, -0.334, -4.319], [-1.641, -0.830, -3.651], [-2.822, -1.411, -4.284], [-1.502, -2.311, -0.099], [-0.335, -1.930, 0.471], [0.034, -2.911, 1.362], [-0.899, -3.893, 1.350], [-1.861, -3.515, 0.440], [-3.055, -4.258, 0.094], [-6.034, 1.001, 0.445], [-5.417, 0.391, -1.100], [-5.426, -0.662, 0.325], [-4.458, 2.391, 1.755], [-1.737, 2.652, 1.857], [1.282, 0.570, -3.479], [-0.483, -0.335, -5.393], [-2.694, -1.362, -5.362], [-2.943, -2.449, -3.986], [-3.714, -0.856, -4.005], [0.935, -2.846, 1.948], [-0.962, -4.815, 1.900], [-3.033, -5.219, 0.601], [-3.947, -3.710, 0.403], [-3.104, -4.423, -0.981], [5.135, 0.999, 0.931], [4.311, 1.667, -0.173], [4.994, 1.484, -1.524], [4.121, 3.152, 0.119], [2.975, 1.037, -0.336], [2.184, 0.997, 0.876], [6.158, 1.375, 0.918], [5.180, -0.084, 0.782], [4.737, 1.201, 1.929], [5.984, 1.938, -1.507], [4.408, 1.954, -2.315], [5.116, 0.424, -1.762], [5.086, 3.660, 0.090], [3.702, 3.332, 1.112], [3.471, 3.607, -0.630], [3.113, 0.067, -0.607], [2.033, 1.960, 1.160], [2.690, 0.550, 1.641]],
  "nbo_charge": [1.592, -0.402, -0.343, -0.077, -0.087, -0.712, 0.024, 0.595, 0.111, -0.650, -0.081, -0.073, -0.330, -0.403, 0.024, -0.707, -0.089, -0.077, -0.343, -0.402, 0.222, 0.214, 0.212, 0.231, 0.218, 0.226, 0.233, 0.223, 0.223, 0.224, 0.216, 0.230, 0.222, 0.213, 0.214, -0.643, 0.092, -0.611, -0.629, -0.472, -0.737, 0.240, 0.213, 0.203, 0.229, 0.225, 0.211, 0.235, 0.199, 0.227, 0.357, 0.392, 0.378]
}